# 1
Computed, not measured: C44H41FN6O3PSTl as an isolated structure, with ωB97M-V/def2-TZVPD.

Structure (ORCA input):
```
! RIJCOSX wB97M-V def2-TZVPD def2/J DEFGRID3
* xyz -2 1
H 0.5138 2.1902 -8.8503
C 1.0833 -0.5045 5.0484
H -1.3817 5.0901 0.3900
H 3.5899 3.4856 -6.1445
C -1.6124 -0.2764 4.7616
C -0.6698 -2.9968 -6.7627
O 1.2913 -0.7072 2.7257
C 0.8697 -0.3142 7.4611
H -2.2130 -1.1475 7.5142
N 0.4065 2.2856 0.0593
C -3.3039 0.5806 6.8682
H -3.8400 0.7522 7.8027
C -1.4617 0.2034 -2.4191
H 3.0622 -0.7748 4.2953
H -3.7728 -1.7077 -6.3778
C -0.8997 1.0109 -3.4146
H -1.2565 4.3053 -4.3603
H -2.5980 -3.5835 -7.5052
N 0.1547 4.8699 -0.9710
H -2.6661 3.8108 -2.7313
H -3.9510 -0.0029 6.2174
H -0.6565 -3.6809 4.5729
C -1.3477 2.3361 -3.5370
C 1.1847 2.7220 -0.8968
H 2.7118 -0.4146 8.5485
H -3.6428 2.3479 -1.0081
C 1.0629 4.0244 -1.4427
C 0.5707 -4.9365 3.3588
C -1.2719 0.5879 8.3253
H -0.3476 0.6801 -7.1160
H -2.6844 -0.2097 4.6551
C 1.1071 1.1886 -5.6333
C 1.5579 -2.2626 -5.8681
C 0.5237 1.2878 -6.8946
C 0.9921 2.1420 -7.8800
O -1.1615 -0.3751 1.2453
H -1.1927 2.7600 1.2886
H 0.2504 3.3962 -4.5517
C -0.6187 -4.7254 4.2567
F 4.3560 -0.7281 6.5953
C -2.6999 -1.8231 -6.2769
H 1.9378 2.0595 -1.3075
H -3.1171 1.5443 6.3917
C 2.7257 2.8613 -6.3507
H -2.4937 -0.1063 -5.0173
C 1.6887 -5.6472 3.7813
O -3.0122 -0.4446 2.5073
C -1.9903 -0.1229 7.1870
H -1.0478 1.6128 8.0132
H 1.5664 5.1896 -2.9880
H 2.2999 3.6404 -2.9944
H -0.5710 -5.3613 5.1422
H -0.1530 -3.8166 -7.2505
H -2.8238 0.0084 -0.7737
N 1.9211 4.4237 -2.4364
H 2.6976 1.1814 -3.3405
Tl 0.9222 -0.8039 -0.0166
N 2.6827 -5.1976 1.6558
C -2.0448 -2.8683 -6.9075
H -1.5364 -4.9279 3.7059
H 2.4970 3.6359 -8.3088
N -1.0962 -0.1960 6.0192
C -1.7834 -0.4313 2.3304
C -2.8937 1.9580 -1.6874
S 1.4769 -3.7561 -0.2275
C 0.0667 -2.1008 -5.9964
C 2.2856 1.9683 -5.3038
H 0.5660 0.3910 9.4560
C -0.6289 4.4053 0.0122
P 0.4293 0.1147 -4.3376
H 3.8836 2.4548 -3.9694
H 2.0778 -1.3882 -6.2667
C 2.2370 -0.4415 7.5751
C -0.9226 -0.4297 3.6077
H -0.2444 -1.1257 9.0991
H -1.1064 -0.8190 -2.3217
H 1.8476 -2.3494 -4.8175
C 2.4665 -0.6407 5.1884
C 2.1092 2.9414 -7.5682
C 0.0093 -0.1441 8.6845
C 1.5537 -4.5141 1.3148
C 2.9409 1.9303 -4.0830
C -2.4532 0.6497 -1.5628
C -0.5950 -1.0391 -5.3567
H 1.9006 -3.1501 -6.4013
C 0.5199 -0.5539 3.6654
C -1.9754 -0.9195 -5.5099
H 3.6295 -6.2823 3.1060
C 2.7183 -5.7404 2.8573
H -1.1095 3.0226 -5.5766
N 0.4955 -4.3919 2.1575
C 0.2795 -0.3378 6.1824
H -1.9424 0.6395 9.1848
C -2.3379 2.7788 -2.6560
C -0.5241 3.1340 0.5227
C -0.8338 3.3180 -4.5624
C 3.0147 -0.6050 6.4373
H 1.7519 -6.0971 4.7633
*
```

Results
Orbital gap ... 4.3 eV
Highest occupied orbital energy ... -0.93 eV
LUMO level ... 3.34 eV

# 2
Computed, not measured: a 5-piece molecular cluster, C29H45N2O7P overall, with ωB97M-V/def2-TZVPD.

Structure (ORCA input):
```
! RIJCOSX wB97M-V def2-TZVPD def2/J DEFGRID3
* xyz 0 1
H -3.0026 4.5606 7.2286
H -3.6270 -4.4506 -1.3239
C 0.7615 3.0251 -2.7047
H -0.6556 2.0850 5.5068
H -5.1717 2.9145 -3.2854
H 2.0221 -4.0834 -4.0026
C 3.3695 -2.3621 -3.9984
H -3.6264 4.7142 -3.2664
H -1.4796 4.3334 8.1092
H 3.1006 -4.1445 1.0658
O -2.0329 2.7812 6.8691
H -3.4064 3.7535 0.3774
C 3.4373 -3.9456 4.3522
C 3.6136 -4.7931 3.0957
H -4.4298 -2.6242 -3.6278
H -2.3547 1.8545 5.0531
H 3.2966 -1.8567 -4.9627
N -2.8042 1.5998 -3.6110
C -3.7303 -3.3333 -3.1705
N 2.2193 -0.8403 -0.2171
C 3.0825 -3.8531 -4.0910
C -0.1794 3.5098 -1.8068
H -4.5215 5.0392 -1.8068
H -0.1600 4.7815 6.1532
H 4.2358 -4.0689 5.0821
O -0.9787 4.0118 1.5870
H -2.9144 -2.4837 -0.0481
C 1.7584 1.7863 -0.8921
O -1.1988 5.1385 -3.1918
C -1.2388 4.8248 5.9856
H 0.6961 3.3317 -3.7370
H 0.8710 2.0242 1.0512
C 2.7492 -4.0431 2.0928
H 3.3110 0.8937 1.0730
C -3.8430 4.3349 -2.2739
H 4.1731 -5.4559 -3.0443
C -1.1925 3.7268 0.4377
H 4.6588 -4.7782 2.7786
C -0.1475 3.1713 -0.4544
C -1.9778 4.1806 7.1510
H 4.0773 0.5147 -1.0566
H 2.2008 -1.2004 0.7301
H 3.4402 -4.2492 -5.0446
H -1.4931 -1.3725 -2.1061
H 2.7826 -1.8555 4.3684
H -3.7891 -4.2762 -3.7158
C -3.5522 1.7984 -2.4444
C 0.8340 2.3124 0.0113
C 5.1546 -3.5016 -3.0112
H -2.6219 4.1653 4.4635
C 3.9280 -4.3992 -2.9454
H 3.3102 -5.8314 3.2190
H 5.8995 -3.8974 -3.7110
O 2.7991 -2.6633 2.4694
C -1.6486 2.5484 5.5108
C -1.2932 4.3834 -2.2633
O -2.4079 -2.8039 -3.2881
O -3.4416 1.0533 -1.4994
H 1.7073 -4.3765 2.1380
H -0.9390 3.9473 3.9871
H 4.3885 -2.1180 3.6603
H 3.4069 -4.2547 -1.9965
C -1.9509 -2.3573 -2.0048
H 2.6883 -1.8739 -3.2929
H -5.0640 -3.4284 -1.4381
H -1.1876 -3.0548 -1.6450
H -2.3560 0.6948 -3.5208
P 2.9278 0.5723 -0.2432
C 1.7424 2.1526 -2.2336
C -2.5110 3.9017 -0.2041
C -2.5637 4.2072 -1.5009
H -1.5176 5.8664 5.8332
O 4.7064 -2.2339 -3.4959
H -5.1584 2.7978 -1.5454
H 2.4559 1.7452 -2.9360
C -4.0038 -3.4886 -1.6800
H 5.6310 -3.3638 -2.0397
C -3.1716 -2.3496 -1.0976
C -4.5255 2.9397 -2.4129
C 3.3835 -2.5409 3.7693
H -2.1101 2.3145 -3.7876
H 2.4901 -4.1886 4.8387
C -1.6245 3.9082 4.8275
H -3.7057 -1.4039 -1.1988
*
```

Results
Orbital gap ... 7.1 eV
Structure (SMILES) ... N=[PH2]c1ccc2c(c1)C(=O)C=C(CCC(N)=O)C2=O.C1CCOC1.C1CCOC1.C1CCOC1.C1CCOC1
Highest occupied orbital energy ... -8.35 eV
LUMO level ... -1.26 eV

# 3
Computed, not measured: C35H34F4N6O2Pb as an isolated structure, with ωB97M-V/def2-TZVPD.

Structure (ORCA input):
```
! RIJCOSX wB97M-V def2-TZVPD def2/J DEFGRID3
* xyz 0 1
H 0.8981 -4.5014 -1.6094
H 5.1632 2.7821 -2.0658
H 0.8981 2.7948 -2.4328
H 3.3988 7.0799 0.6148
Pb -0.7192 0.7428 -0.0610
H -1.9648 0.4351 -4.7327
C 0.8660 -1.6483 3.8009
H -0.9614 5.3219 -0.9096
H -0.6468 -1.3842 -3.2884
H -3.9165 -0.0862 -3.1749
H 1.6972 -1.2545 -1.9095
C -0.0825 0.3634 4.6805
C 0.4285 6.9716 -1.0121
H -3.7434 -3.4891 -0.1684
C 0.7356 -1.1058 2.5307
H 4.9423 0.8033 -0.5770
C 1.1508 -1.9100 1.3177
N 0.2210 0.1035 2.3353
H -3.2689 -4.9736 -2.1027
C -2.9664 -2.4555 2.5296
F -2.9597 1.0763 1.8350
C -3.2999 0.3401 -2.3692
H -3.5800 -0.1138 -1.4188
H 2.0341 -2.5126 1.5836
H -1.1056 -5.5435 -2.4883
C -1.4561 0.8149 -3.8340
C 4.1872 2.3695 -1.8447
H -1.4306 -2.9529 0.3098
N -1.8770 0.1378 -2.6193
H 2.6145 4.8178 1.3234
C 2.6266 -0.3317 0.2805
C 3.0427 2.9445 -2.3759
H 3.5102 -0.9888 0.2519
H -0.1912 7.5685 -1.6693
C 1.8257 2.3713 -2.0610
C -1.2563 -4.6075 -1.9611
N -1.0344 -1.7567 -1.3042
C -0.0041 -3.8980 -1.6252
C -2.8419 -1.2869 1.7491
F -3.6634 1.1064 4.3962
H -0.4248 0.9768 5.5016
C -0.0034 5.7181 -0.5973
C -3.5873 -1.2535 4.5468
N -2.4666 -1.1272 0.4615
C -2.0168 -2.2589 -0.2965
H -2.3053 -1.8907 -2.9944
N 1.7086 1.3074 -1.2660
H -1.6815 1.8785 -3.7481
O 1.1772 2.8807 1.3323
F -2.7421 -3.6788 1.9796
H -3.7414 -2.5120 -1.6019
C 0.3668 3.5668 0.6851
H 0.5044 -1.3158 5.8856
C 4.0697 1.2681 -1.0174
H -0.3796 0.7041 -3.9718
C -0.1648 0.8337 3.3836
H 2.6074 0.1357 1.2683
H 1.2899 -2.6358 3.9294
O -0.7938 3.1701 0.3443
H 0.3574 -2.6243 1.0886
H 2.2274 -2.6866 -1.0262
H -3.5070 1.4095 -2.3081
H -0.5550 1.8184 3.1559
C 1.6525 7.4632 -0.5771
C 0.4330 -0.9065 4.8860
F -3.4195 -3.6025 4.5055
C -3.3268 -2.4214 3.8642
C 1.4347 -1.9259 -1.0860
C 2.0160 5.4430 0.6754
C 2.4459 6.6983 0.2699
C 0.7886 4.9489 0.2440
H 3.0848 3.8195 -3.0085
H 1.9866 8.4436 -0.8932
C -3.1200 -0.1045 2.4827
H -3.8674 -1.2468 5.5882
C 0.1154 -2.5954 -1.3729
C 2.8032 0.7756 -0.7338
C -2.5309 -4.2779 -1.7153
C -3.4682 -0.0879 3.8065
C -3.0883 -3.1101 -0.9562
N 1.3978 -1.1058 0.1301
C -1.4889 -1.2682 -2.6056
*
```

Results
Orbital gap ... 7.3 eV
Highest occupied orbital energy ... -6.87 eV
LUMO level ... 0.43 eV

# 4
Computed, not measured: a single CH4N4S molecule, with ωB97M-V/def2-TZVPD.

Structure (ORCA input):
```
! RIJCOSX wB97M-V def2-TZVPD def2/J DEFGRID3
* xyz 0 1
N 0.8089 -1.2537 -0.1456
N -0.5180 -1.1477 -0.1372
H -1.4459 0.6396 -0.8695
H 0.5672 1.8046 0.0603
N 1.2598 0.0104 -0.0581
H -1.7527 0.4286 0.7799
C -0.9952 0.2023 0.0455
H -0.9589 -1.9360 0.3491
S 2.8258 0.3660 -0.2408
N 0.2088 0.8860 0.2164
*
```

Results
Orbital gap (alpha / beta) ... 7.8 / 7.8 eV
Structure (SMILES) ... [S-][N+]1=NNCN1
Highest occupied orbital energy (alpha / beta) ... -7.53 / -7.53 eV
LUMO level (alpha / beta) ... 0.26 / 0.26 eV